Entry 1:
C35H28BrN2OP2ReSbSe4Te | wB97M-V/def2-TZVPD

Geometry (Å):
Re 1.7752 -1.9515 1.0820
Te -1.5845 -0.7573 -3.1102
C -3.1224 0.3082 -2.1601
C -4.1933 -0.3568 -1.5861
C -5.1606 0.4094 -0.9428
N -5.1041 1.7343 -0.8463
C -4.0869 2.3599 -1.4381
C -3.0705 1.6959 -2.1143
C -0.2879 -0.4108 -1.4206
P 1.0597 0.4720 -1.7315
C 1.3779 1.2730 -3.2647
C 1.9705 0.5553 -4.3051
C 2.2240 1.2016 -5.5042
C 1.8855 2.5390 -5.6545
C 1.3008 3.2511 -4.6096
C 1.0533 2.6284 -3.4010
C 1.8274 1.2713 -0.3138
C 0.9165 2.1859 0.4190
C 1.3709 2.9998 1.3649
C 2.7689 2.9432 1.8705
C 3.7169 1.9699 1.1125
C 3.1446 1.2388 -0.0647
P -0.3958 -1.4610 0.1099
C -1.2479 -2.9386 -0.4894
C -0.5580 -3.8540 -1.2893
C -1.2253 -4.9372 -1.8362
C -2.5791 -5.1207 -1.5807
C -3.2663 -4.2186 -0.7812
C -2.6082 -3.1227 -0.2420
C -1.5574 -0.6487 1.2320
C -1.8626 -1.2894 2.4369
C -2.7664 -0.7192 3.3171
C -3.3721 0.4953 3.0055
C -3.0756 1.1333 1.8108
C -2.1704 0.5625 0.9250
H -4.2854 -1.4342 -1.6273
H -6.0149 -0.0704 -0.4792
H -4.0869 3.4420 -1.3747
H -2.2760 2.2523 -2.5941
H 2.2209 -0.4916 -4.1847
H 2.6819 0.6614 -6.3210
H 2.0810 3.0372 -6.5945
H 1.0407 4.2924 -4.7414
H 0.6078 3.1836 -2.5838
H -0.1184 2.2358 0.1103
H 0.6962 3.7130 1.8247
H 3.1752 3.9467 1.9940
H 4.6793 2.4099 0.8610
H 3.8230 0.6726 -0.6942
H 0.4950 -3.7174 -1.5018
H -0.6915 -5.6405 -2.4610
H -3.0976 -5.9700 -2.0048
H -4.3182 -4.3665 -0.5772
H -3.1570 -2.4194 0.3699
H -1.4147 -2.2464 2.6841
H -3.0118 -1.2261 4.2408
H -4.0873 0.9326 3.6893
H -3.5645 2.0640 1.5536
H -1.9799 1.0509 -0.0246
O 3.7513 2.7203 4.1690
C 2.9579 2.1119 3.2052
C 1.6927 1.5157 3.7377
C 1.2183 0.3612 3.2990
N 2.0258 -0.4836 2.4698
C 3.2986 -0.2451 2.3078
Br 2.8713 -2.2680 -1.0758
C 3.8728 1.0980 2.4261
H 3.2732 3.4066 4.6535
H 1.1140 2.0894 4.4522
H 0.2542 -0.0492 3.5578
H 4.8918 1.0647 2.8075
Se 4.3995 -2.5849 4.1686
Sb 4.0567 -5.0331 4.2236
Se 0.9453 -3.9384 1.8013
Se 4.2511 -1.8870 1.8996
Se 2.6319 -5.6320 2.3342

Gap between HOMO and LUMO, eV: 4.5
HOMO, eV: -15.2
Net charge: +3

Mulliken atomic charge list, values in e, 4 entries: atom 1 (Re): 0.280, atom 2 (Te): 0.262, atom 3 (C): 0.281, atom 4 (C): -0.109


Entry 2:
C22H22N4O4S | wB97M-V/def2-TZVPD

Geometry (Å):
O 0.1991 -0.3931 2.8323
N 0.3049 0.6419 2.2008
O 0.0170 1.7403 2.6249
C 0.8853 0.5756 0.8857
C 2.0227 1.3715 0.7600
C 2.7742 1.3586 -0.3873
S 4.2998 2.2873 -0.4399
O 4.1479 3.5249 0.2585
O 4.7895 2.2940 -1.7818
N 5.3053 1.3602 0.5333
C 5.3745 -0.0244 0.3742
C 5.3655 -0.8707 1.4789
C 5.4356 -2.2406 1.3026
C 5.5028 -2.7790 0.0291
C 5.5156 -1.9364 -1.0705
C 5.4560 -0.5653 -0.9054
C 2.4052 0.5308 -1.4383
C 1.2597 -0.2155 -1.3444
C 0.4175 -0.2048 -0.2040
N -0.7536 -0.8955 -0.2783
C -1.5475 -0.8635 -1.4940
C -2.6682 0.1743 -1.3230
N -3.4954 -0.1641 -0.1880
C -4.8272 0.2539 -0.1635
C -5.3902 0.8877 0.9442
C -6.7301 1.2306 0.9535
C -7.5362 0.9595 -0.1370
C -6.9867 0.3308 -1.2423
C -5.6531 -0.0233 -1.2562
C -2.7232 -0.2083 1.0335
C -1.6135 -1.2484 0.8308
H 2.3156 2.0071 1.5823
H 5.2929 1.6863 1.4876
H 5.3111 -0.4509 2.4733
H 5.4312 -2.8890 2.1660
H 5.5522 -3.8488 -0.1049
H 5.5804 -2.3494 -2.0661
H 5.4859 0.1024 -1.7505
H 3.0243 0.4979 -2.3192
H 1.0050 -0.8713 -2.1606
H -0.9504 -0.5899 -2.3598
H -1.9828 -1.8539 -1.6539
H -3.2731 0.2121 -2.2273
H -2.1986 1.1644 -1.1815
H -4.7826 1.1333 1.8011
H -7.1423 1.7247 1.8212
H -8.5801 1.2329 -0.1271
H -7.6051 0.1046 -2.0987
H -5.2515 -0.5372 -2.1170
H -3.3612 -0.5337 1.8550
H -2.2902 0.7735 1.2847
H -1.0414 -1.4074 1.7418
H -2.0927 -2.1969 0.5652

Gap between HOMO and LUMO, eV: 7.7
Structure (SMILES): O=[N+]([O-])c1cc(S(=O)(=O)Nc2ccccc2)ccc1N1CCN(c2ccccc2)CC1
HOMO, eV: -8.1

natural (NBO) atomic charge list, values in e, 4 entries: atom 1 (O): -0.381, atom 2 (N): 0.524, atom 3 (O): -0.358, atom 4 (C): -0.049


Entry 3:
C18H53N10O3P4 | wB97M-V/def2-TZVPD

Geometry (Å):
C -4.3353 3.7848 -2.3668
C -2.9974 2.8744 -2.6578
P -2.8620 2.4419 -4.5515
C -4.4214 3.2247 -5.3446
C -2.9042 0.5327 -4.5913
C -2.8488 -0.2703 -6.0216
N -2.6554 -1.6925 -5.4490
C -1.4615 -1.4225 -4.5097
N -0.4623 -2.3283 -4.2468
P 0.8882 -1.8269 -3.1686
N 2.0648 -3.1787 -3.2766
O 1.6906 -0.4070 -3.8105
N -1.5866 0.0110 -3.9852
H -4.3196 4.8272 -2.9334
H -5.3486 3.2533 -2.6255
H -4.3365 4.0295 -1.2049
H -3.1438 1.8625 -2.0720
H -2.0076 3.4432 -2.3763
H -4.3453 4.3988 -5.1430
H -5.4229 2.8833 -4.8208
H -4.4674 3.0880 -6.5259
H -3.8426 0.1256 -3.9963
H -1.8144 -0.1492 -6.6051
H -3.7564 -0.2220 -6.7619
H -3.4973 -2.0420 -4.9053
H -0.5322 -3.2693 -4.7238
H 1.5037 -4.0317 -3.0413
H 2.8314 -3.0734 -2.5626
H 2.5195 -0.2760 -3.2493
H -0.7551 0.6428 -4.1887
O -0.9270 3.7197 0.2190
P 0.2478 3.2889 1.1311
N -0.7133 3.3880 2.5457
C -0.3038 3.8219 3.8726
C -1.6281 2.2535 2.6934
N 1.0626 4.7849 0.8419
C 0.6680 6.0058 1.5462
C 1.1741 5.1244 -0.5897
N 1.5982 2.7936 2.1796
C 2.7728 3.5996 2.5042
C 2.0615 1.4721 1.7329
H 0.2859 3.0551 4.3993
H -1.1834 4.0365 4.4929
H 0.2735 4.7417 3.8708
H -1.0906 1.3621 3.0336
H -2.1116 2.0062 1.7394
H -2.4336 2.4710 3.4004
H -0.4147 6.1483 1.5579
H 1.1273 6.8952 1.0991
H 1.0464 6.0057 2.5711
H 0.2478 5.5773 -0.9706
H 1.3880 4.2329 -1.1860
H 1.9910 5.8318 -0.7583
H 3.3403 3.8955 1.6150
H 3.4573 3.0401 3.1549
H 2.5071 4.4874 3.0804
H 2.5918 1.5476 0.7757
H 1.2090 0.7992 1.5934
H 2.7192 1.0015 2.4698
O 2.7950 -2.7590 1.1821
P 2.0022 -3.4957 2.2895
N 2.8955 -4.9414 2.0743
C 2.4137 -6.3103 2.1773
C 4.2336 -4.8777 2.6671
N 0.5799 -3.5064 1.3084
C 0.4167 -4.4817 0.2293
C 0.2406 -2.1820 0.7536
N 1.0909 -4.3425 3.5626
C -0.3000 -4.7810 3.4750
C 1.2543 -3.5924 4.8161
H 2.2705 -6.6251 3.2230
H 3.1346 -7.0041 1.7260
H 1.4819 -6.4847 1.6473
H 4.1823 -4.9859 3.7557
H 4.7185 -3.9169 2.4509
H 4.8924 -5.6531 2.2662
H 1.3144 -4.5766 -0.3856
H -0.4230 -4.2213 -0.4257
H 0.1421 -5.4618 0.6262
H 0.8344 -1.9557 -0.1433
H 0.4207 -1.3934 1.4897
H -0.8173 -2.1354 0.4798
H -0.9921 -3.9533 3.2846
H -0.6143 -5.2580 4.4123
H -0.4337 -5.5516 2.7140
H 0.6915 -2.6515 4.7839
H 2.3096 -3.3483 4.9765
H 0.9284 -4.1745 5.6833

Gap between HOMO and LUMO, eV: 5.8
HOMO, eV: -9.7
Net charge: +1

Mulliken atomic charge list, values in e, 4 entries: atom 1 (C): -1.052, atom 2 (C): -0.128, atom 3 (P): 0.019, atom 4 (C): -0.894


Entry 4:
C2H2N4 | wB97M-V/def2-TZVPD

Geometry (Å):
C -1.2685 -0.3085 -0.2931
N -1.3535 0.9071 -0.4995
N 0.3302 1.7932 -0.1867
N 1.2232 1.1235 0.1564
C 1.0740 -0.4958 0.3649
N 0.0100 -1.0851 0.1724
H -2.0627 -1.0582 -0.4020
H 2.0472 -0.8763 0.6875

Gap between HOMO and LUMO, eV: 9.1
HOMO, eV: -9.3

natural (NBO) atomic charge list, values in e, 4 entries: atom 1 (C): 0.129, atom 2 (N): -0.332, atom 3 (N): 0.124, atom 4 (N): -0.154


Entry 5:
C10H42BO24 | wB97M-V/def2-TZVPD

Geometry (Å):
O -2.3692 -1.2842 1.9440
C -1.2883 -1.2678 1.3392
O -0.4299 -0.2731 1.4092
B 0.6706 -0.6007 0.6282
O 0.4587 -1.9495 -0.0001
C -0.7053 -2.3595 0.3731
O -1.2203 -3.4795 0.1410
O 1.9140 -0.8375 1.4499
C 2.9149 -0.1246 1.0144
O 4.0392 -0.1819 1.4801
C 2.3893 0.8581 0.0036
O 1.1772 0.4351 -0.2641
O 3.0781 1.7115 -0.5234
C -1.3490 -0.2321 -5.0669
C -0.4985 -0.5632 -6.3331
C 0.9541 -0.6098 -5.9759
O -0.9488 -1.6582 -7.1546
H -1.2457 0.8310 -4.8498
H -1.1519 -0.8603 -4.1982
H -2.4130 -0.4195 -5.2116
H -0.6945 0.2821 -6.9927
H 1.5653 -1.1204 -6.7201
H 1.2327 -1.1321 -5.0607
H 1.2372 0.4369 -5.8646
C -5.4729 5.0746 -0.2748
C -4.4943 4.5474 0.7923
C -3.0916 5.1075 0.4507
O -4.8747 4.8909 2.1312
H -5.2170 4.6363 -1.2394
H -5.3716 6.1594 -0.3090
H -6.4940 4.6950 -0.2391
H -4.4717 3.4586 0.7475
H -2.3619 4.6046 1.0853
H -2.9352 6.1571 0.6998
H -2.7493 4.8609 -0.5544
O -1.7958 -5.2695 -4.4670
H -1.9602 -4.9914 -3.5660
H -1.7704 -4.4547 -4.9688
O -4.1061 -8.9310 0.3073
H -3.9536 -7.9896 0.3885
H -3.5580 -9.3225 0.9874
O 0.3179 1.3510 5.6957
H 0.2869 1.5609 4.7623
H 1.2518 1.3079 5.9010
O -8.2605 1.8834 3.9211
H -7.5195 1.3804 3.5833
H -8.9555 1.7491 3.2767
O 6.3677 0.9515 -4.2712
H 5.8221 1.4633 -4.8684
H 5.9178 1.0066 -3.4282
O -0.0649 -9.2063 -2.3431
H -0.2750 -8.6673 -3.1057
H -0.5711 -8.8193 -1.6289
O 5.7074 -3.1510 5.4307
H 6.4092 -3.8007 5.3907
H 5.5626 -2.8976 4.5190
O 5.9638 4.5167 3.3288
H 5.8097 4.1866 2.4437
H 5.7069 3.7948 3.9024
O -4.0100 1.3850 5.5258
H -3.7519 0.4883 5.7393
H -3.3734 1.6681 4.8694
O 9.6563 0.0284 1.7826
H 8.7011 0.0903 1.7799
H 9.9202 0.3507 0.9208
O 4.6260 1.1153 6.3570
H 4.7041 0.1844 6.1484
H 5.1862 1.2373 7.1234
O -7.1109 0.0859 -1.5312
H -7.2485 0.9819 -1.8387
H -6.9575 0.1759 -0.5907
O 3.2441 -5.5174 0.6558
H 2.4157 -5.1470 0.3514
H 3.9131 -4.9286 0.3064
O 2.4532 7.0440 -2.7602
H 2.1820 6.6012 -1.9561
H 3.3344 6.7120 -2.9316

Gap between HOMO and LUMO, eV: 3.6
HOMO, eV: 0.6
Net charge: -3

Mulliken atomic charge list, values in e, 4 entries: atom 1 (O): -0.663, atom 2 (C): 0.643, atom 3 (O): -0.337, atom 4 (B): 1.007


Entry 6:
C21H42ClNa2O25 | wB97M-V/def2-TZVPD

Geometry (Å):
Na 3.4526 -3.0168 20.2231
Na 0.2949 0.2118 14.4002
Cl 2.7372 -1.5902 17.2174
O 2.0077 -1.0805 16.1459
O 1.8370 -1.5774 18.3542
O 3.1078 -2.9179 16.8284
O 3.8897 -0.8302 17.5128
C 4.7253 -5.7922 17.4401
O 5.8849 -5.0024 17.0986
C 6.1506 -4.0264 18.0222
O 5.4942 -3.8023 19.0372
O 7.2249 -3.2955 17.6893
C 7.7109 -2.3201 18.5536
H 3.8042 -5.3143 17.1064
H 4.5582 -6.0731 18.4799
H 4.7135 -6.6450 16.7613
H 7.4275 -1.2839 18.3689
H 8.7688 -2.4212 18.3114
H 7.6551 -2.5286 19.6220
C 4.2023 -0.7494 23.8008
O 5.1306 -0.0604 23.0231
C 5.0926 -0.1748 21.6721
O 4.2224 -0.8059 21.0636
O 6.0740 0.6606 21.1436
C 6.0324 0.8426 19.7716
H 3.9491 -1.6823 23.2970
H 3.3145 -0.1181 23.7651
H 4.5110 -0.8570 24.8406
H 6.3681 -0.0970 19.3327
H 6.4551 1.7672 19.3785
H 5.0270 0.8880 19.3531
C 2.9154 2.8179 17.3738
O 3.3472 4.1224 17.2419
C 4.5319 4.4984 17.6817
O 5.3092 3.8258 18.3074
O 4.8225 5.6899 17.0962
C 6.2175 6.1700 17.0554
H 2.6973 2.6651 18.4307
H 3.6679 2.0482 17.2020
H 1.9949 2.5928 16.8352
H 6.5493 6.6192 17.9914
H 6.2502 6.9209 16.2659
H 6.8823 5.3280 16.8629
C -0.9006 0.0253 18.4107
O -0.7413 1.4158 18.3938
C -0.6618 2.0849 17.2254
O -0.5162 1.6447 16.1194
O -0.7977 3.3821 17.4411
C -0.8608 4.2310 16.3297
H -1.9558 -0.2110 18.5475
H -0.3290 -0.4102 19.2303
H -0.5268 -0.4099 17.4838
H -0.9302 5.2639 16.6710
H -1.5952 4.0488 15.5452
H 0.1013 4.2611 15.8182
C 3.9694 -0.3598 10.9511
O 4.8172 -0.4182 12.0852
C 4.9488 -1.4879 12.7991
O 4.6638 -2.6553 12.4776
O 5.5993 -1.1280 13.9686
C 5.8820 -2.1896 14.9040
H 3.8372 -1.2815 10.3844
H 4.3620 0.2806 10.1612
H 2.9745 0.0034 11.2088
H 6.7853 -2.7527 14.6696
H 5.0765 -2.9230 14.9416
H 5.9844 -1.7466 15.8947
C 0.5085 -4.8221 17.7471
O 0.3312 -5.6190 18.9571
C 1.3916 -5.8674 19.7814
O 2.5312 -5.3505 19.7819
O 0.9482 -6.7635 20.6585
C 1.8239 -7.1581 21.7653
H 1.4353 -5.0468 17.2191
H 0.2110 -3.7762 17.8229
H -0.1505 -5.3586 17.0645
H 2.3190 -8.0375 21.3536
H 1.2495 -7.3575 22.6700
H 2.5884 -6.4651 22.1165
C -3.6704 -2.1581 16.4610
O -2.5543 -2.9893 16.0538
C -1.5715 -2.6084 15.2852
O -1.4678 -1.5022 14.7844
O -0.7952 -3.6832 14.9617
C 0.2869 -3.4713 14.0259
H -4.1498 -2.3776 17.4149
H -4.4726 -2.3176 15.7404
H -3.5178 -1.0837 16.5630
H 0.8891 -4.3744 13.9262
H 0.8508 -2.5423 14.1100
H -0.1536 -3.3391 13.0377

⟨S²⟩: 0.763
Gap between HOMO and LUMO (spin up / spin down), eV: 9.4 / 2.8
Spin multiplicity: 2
HOMO (spin up / spin down), eV: -14.7 / -14.7
Net charge: +2

Mulliken atomic charge list, values in e, 4 entries: atom 1 (Na): 0.860, atom 2 (Na): 0.970, atom 3 (Cl): 1.053, atom 4 (O): -0.325


Entry 7:
CH4N2Si | wB97M-V/def2-TZVPD

Geometry (Å):
C 1.9043 -0.0033 -0.0173
N 0.9109 0.8526 0.0505
N -0.6958 1.0517 -0.0495
Si -1.8166 -0.1197 0.0110
H 2.8631 0.4576 0.1408
H 1.8415 -1.0709 -0.2296
H -3.1675 0.4139 0.0028
H -1.8398 -1.5820 0.0915

Gap between HOMO and LUMO, eV: 8.2
Structure (SMILES): C=NN=[SiH2]
HOMO, eV: -8.6

natural (NBO) atomic charge list, values in e, 4 entries: atom 1 (C): -0.113, atom 2 (N): -0.276, atom 3 (N): -0.876, atom 4 (Si): 1.314


Entry 8:
C4H9N2OS | wB97M-V/def2-TZVPD

Geometry (Å):
N -1.1003 -2.3449 0.4627
C -0.7962 -1.0968 1.1706
N 0.4255 -0.4391 0.6690
C 0.2269 0.4518 -0.4694
C -0.6285 1.6708 -0.1017
O -1.8002 1.7609 -0.3844
C 1.5722 0.8973 -1.0629
S 1.4022 2.3755 -2.1573
H -0.2229 -2.8312 0.4503
H -1.3161 -2.2101 -0.5195
H -1.6518 -0.4272 1.0785
H -0.5733 -1.4244 2.1816
H 0.8456 0.0396 1.4529
H -0.3856 -0.0727 -1.2063
H -0.1363 2.4369 0.5235
H 1.7903 0.0666 -1.7378
H 2.3485 1.1468 -0.3497

Gap between HOMO and LUMO, eV: 6.4
Structure (SMILES): NCN[C@@H](C=O)C[S-]
HOMO, eV: -2.7
Net charge: -1

natural (NBO) atomic charge list, values in e, 4 entries: atom 1 (N): -0.841, atom 2 (C): -0.061, atom 3 (N): -0.637, atom 4 (C): -0.179


Entry 9:
C14H33BeClSe2Si | wB97M-V/def2-TZVPD

Geometry (Å):
Be 0.4205 -15.2019 0.0387
C -1.7051 -15.4986 2.6240
Se 0.2510 -15.5801 2.3392
C 0.5636 -17.5782 2.1128
C 0.7516 -17.9728 0.6591
Se 1.9424 -16.6975 -0.5065
C 3.3015 -16.5813 0.8782
H -1.9223 -15.2831 3.6593
H -2.1290 -16.4841 2.1825
H -1.9977 -14.6630 1.9257
H -0.3951 -18.0022 2.3955
H 1.3846 -17.8617 2.7734
H -0.1643 -17.9904 0.0408
H 1.2056 -18.9849 0.6002
H 3.6449 -17.4831 1.3921
H 3.1038 -15.7522 1.5363
H 4.2046 -16.2720 0.2997
Cl -0.7177 -16.2653 -2.5161
C -0.9464 -15.4807 -1.0134
H -1.5402 -16.1625 -0.4505
H -1.4591 -14.5370 -1.1602
C 2.8185 -12.7669 0.6359
Si 1.3715 -12.9842 -0.4490
C 2.0356 -12.4634 -2.3846
C 0.8857 -12.8867 -3.2889
C 3.1291 -13.5303 -2.6596
C 2.6651 -11.1344 -2.4483
C 0.3624 -11.4139 0.0856
C -0.9428 -11.3442 -0.6401
C 1.1183 -10.0696 0.1680
C -0.0081 -11.7402 1.5681
H 3.7274 -13.0775 0.0338
H 2.7442 -13.3646 1.5886
H 3.0672 -11.7276 0.8814
H 0.3704 -13.8268 -2.9710
H 1.2208 -13.2004 -4.3172
H 0.1519 -12.1568 -3.4596
H 2.7935 -14.5258 -2.3919
H 4.0481 -13.2814 -2.1362
H 3.2031 -13.5843 -3.7201
H 1.9327 -10.3731 -2.5781
H 3.4501 -11.0167 -3.2371
H 3.1883 -10.9007 -1.4979
H -0.8686 -11.2472 -1.7547
H -1.4509 -10.4758 -0.1811
H -1.6036 -12.1867 -0.5083
H 1.1651 -9.5049 -0.7902
H 2.1128 -10.2530 0.5474
H 0.5184 -9.3998 0.8584
H -0.0649 -12.7497 1.8151
H -1.0078 -11.3707 1.7849
H 0.6606 -11.2300 2.2303

Gap between HOMO and LUMO, eV: 6.9
HOMO, eV: -6.9

natural (NBO) atomic charge list, values in e, 4 entries: atom 1 (Be): 1.297, atom 2 (C): -0.769, atom 3 (Se): 0.254, atom 4 (C): -0.554


Entry 10:
C6H15OPS2 | wB97M-V/def2-TZVPD

Geometry (Å):
C -2.3894 -1.5702 -2.7240
C -1.0723 -1.3785 -1.9912
C -0.0216 -2.3910 -2.4121
S -0.4335 0.3233 -2.3356
P -0.8099 1.0924 -0.4257
O -0.1570 2.5508 -0.7123
S -2.9089 1.6179 -0.4460
H -2.2394 -1.4613 -3.7955
H -2.7862 -2.5632 -2.5234
H -3.1208 -0.8297 -2.4043
H -1.2307 -1.4372 -0.9090
H 0.1760 -2.3041 -3.4785
H -0.3746 -3.3994 -2.2022
H 0.9107 -2.2269 -1.8756
H -0.1715 3.1393 0.0460
H -3.2135 0.6761 0.4375
C 1.1893 0.2209 3.2819
C 1.8784 1.1472 2.6427
C 3.1123 1.7977 3.1717
H 0.3161 -0.2390 2.8507
H 1.4727 -0.1160 4.2671
H 1.5757 1.4592 1.6492
H 3.0150 2.8837 3.1623
H 3.3190 1.4685 4.1873
H 3.9639 1.5394 2.5391

Gap between HOMO and LUMO, eV: 9.1
Structure (SMILES): CC(C)SP(O)S.C=CC
HOMO, eV: -8.5

natural (NBO) atomic charge list, values in e, 4 entries: atom 1 (C): -0.623, atom 2 (C): -0.304, atom 3 (C): -0.617, atom 4 (S): -0.098